1.
{
  "formula": "C5H12NO",
  "method": "ωB97M-V/def2-TZVPD",
  "charge": 1,
  "de_lowest_kcal_mol": 64.8,
  "homo_energy_ev": -12.874,
  "e_lumo_ev": -3.4,
  "energy_ev": -8907.81719,
  "homo_lumo_gap_ev": 9.482,
  "symbols": ["C", "C", "C", "C", "C", "N", "O", "H", "H", "H", "H", "H", "H", "H", "H", "H", "H", "H", "H"],
  "positions_angstrom": [[2.3239, -1.2487, -0.7707], [1.1076, -1.7013, -0.7099], [-0.0616, 0.3110, 1.6066], [-0.1322, -1.8979, -0.9854], [-0.3899, 1.7718, 1.1438], [-1.0105, 1.5874, -0.2446], [-1.0343, -1.0485, -1.7095], [2.8836, -1.7005, -1.4939], [2.6616, -0.7014, 0.1189], [-0.9011, -0.3395, 1.4492], [0.2308, 0.2186, 2.6119], [0.6786, -0.1541, 0.9795], [-0.5824, -2.8553, -0.8209], [-1.1247, 2.3053, 1.7028], [0.4766, 2.4314, 1.0265], [-1.0251, 2.4573, -0.8413], [-1.9954, 1.3678, -0.3036], [-0.4101, 0.8782, -0.8129], [-1.6955, -1.6817, -1.9464]],
  "forces_ev_per_angstrom": [[-1.463, 0.386, 3.172], [-0.432, 1.396, -1.167], [-0.548, 1.264, -1.105], [-1.477, -0.805, -0.783], [0.227, -1.511, -0.729], [1.926, 0.861, -2.455], [1.973, 0.003, 1.162], [2.144, -0.416, -1.860], [0.645, -0.127, -0.704], [-0.820, -0.091, 0.137], [0.397, 0.232, 1.308], [0.581, 0.325, -0.148], [-0.232, -0.393, 0.598], [-0.469, 0.091, 0.721], [-0.088, -0.386, -0.050], [0.606, -0.664, 0.896], [-0.253, -1.041, 0.587], [-1.683, 1.024, 1.012], [-1.036, -0.148, -0.591]]
}

=====

2.
{
  "formula": "CHCl3",
  "method": "ωB97M-V/def2-TZVPD",
  "de_lowest_kcal_mol": 0.1,
  "homo_energy_ev": -11.173,
  "e_lumo_ev": 0.7,
  "smiles": "ClC(Cl)Cl",
  "energy_ev": -38620.34989,
  "homo_lumo_gap_ev": 11.913,
  "symbols": ["C", "Cl", "Cl", "Cl", "H"],
  "positions_angstrom": [[0.1099, 0.0079, -0.0286], [-0.7922, -0.4481, -1.4779], [-0.1956, -1.1277, 1.2975], [-0.2862, 1.6408, 0.4616], [1.1641, -0.0729, -0.2526]],
  "forces_ev_per_angstrom": [[-0.106, -0.386, 0.079], [0.051, -0.015, 0.059], [-0.048, 0.007, -0.076], [0.069, 0.198, 0.011], [0.034, 0.196, -0.073]]
}